No. 1
This record from the OMol25 dataset describes C22H53ClHgN15O6 as an isolated structure. The level of theory is ωB97M-V with the def2-TZVPD basis set.

Electronic energy ... -74994.89389 eV
E_LUMO (alpha / beta) ... 0.4407 / 0.4404 eV
Orbital gap (alpha / beta) ... 0.2392 / 0.2405 Ha
Highest occupied orbital energy (alpha / beta) ... -6.0678 / -6.1034 eV
Multiplicity ... 2

Each line ends with the Mulliken charge.
Positions of all 98 atoms, in Å:
Hg  0.086  -0.627  -0.140  1.95
C  0.468  0.113  5.786  -1.02
N  1.655  -0.029  4.972  0.33
C  2.850  -0.495  5.644  -1.21
C  1.694  0.352  3.653  0.47
N  0.692  0.040  2.856  -0.24
C  -0.191  -1.104  3.034  -1.21
C  -1.659  -0.687  2.891  -1.47
N  -2.141  -0.756  1.512  1.48
C  -2.727  -2.058  1.204  -1.44
C  -2.670  -2.364  -0.285  -0.68
N  -1.284  -2.597  -0.650  -0.23
C  -1.007  -3.172  -1.788  0.47
N  0.111  -3.934  -1.897  0.25
C  0.739  -4.482  -0.705  -1.09
C  0.934  -3.947  -3.095  -1.52
N  -1.808  -3.095  -2.902  0.57
C  -2.537  -1.884  -3.233  -0.70
C  -1.922  -4.176  -3.860  -1.24
C  -3.049  0.339  1.166  -2.06
C  -2.334  1.661  0.950  -0.36
N  -1.755  1.765  -0.396  -0.51
C  -1.437  2.938  -0.932  0.28
N  -1.259  4.006  -0.115  0.53
C  -1.663  5.336  -0.523  -1.25
C  -0.440  3.946  1.087  -1.10
N  -1.373  3.093  -2.263  0.41
C  -0.456  4.043  -2.883  -1.29
C  -2.172  2.291  -3.173  -1.13
N  2.737  1.076  3.225  0.25
C  3.232  1.021  1.851  -0.91
C  3.362  2.068  4.078  -1.24
H  0.703  0.693  6.683  0.36
H  0.069  -0.855  6.108  0.31
H  -0.303  0.639  5.227  0.25
H  2.649  -1.450  6.137  0.38
H  3.194  0.216  6.402  0.35
H  3.643  -0.646  4.916  0.34
H  0.005  -1.561  4.001  0.66
H  0.063  -1.843  2.264  0.07
H  -1.756  0.337  3.253  0.52
H  -2.282  -1.315  3.544  0.36
H  -3.766  -2.116  1.569  0.30
H  -2.151  -2.825  1.726  0.42
H  -3.133  -1.537  -0.831  0.02
H  -3.273  -3.257  -0.486  0.56
H  -0.023  -4.658  0.051  0.34
H  1.487  -3.807  -0.288  0.27
H  1.207  -5.432  -0.974  0.36
H  0.584  -3.207  -3.810  0.46
H  0.939  -4.933  -3.569  0.34
H  1.960  -3.688  -2.827  0.51
H  -2.221  -1.058  -2.598  -0.18
H  -3.618  -2.020  -3.121  0.35
H  -2.329  -1.613  -4.271  0.39
H  -2.979  -4.350  -4.078  0.37
H  -1.501  -5.087  -3.443  0.37
H  -1.413  -3.950  -4.802  0.37
H  -3.799  0.480  1.961  0.44
H  -3.587  0.069  0.260  0.44
H  -1.548  1.758  1.698  -0.03
H  -3.035  2.489  1.071  0.63
H  -2.367  5.279  -1.349  0.38
H  -0.806  5.944  -0.824  0.36
H  -2.154  5.828  0.320  0.36
H  0.051  2.981  1.171  0.05
H  -1.050  4.136  1.978  0.27
H  0.348  4.695  1.007  0.44
H  0.289  4.367  -2.159  0.46
H  -1.002  4.897  -3.299  0.30
H  0.088  3.529  -3.673  0.35
H  -1.559  1.566  -3.708  0.29
H  -2.640  2.965  -3.896  0.37
H  -2.945  1.760  -2.625  0.26
H  2.826  0.155  1.340  0.09
H  4.318  0.916  1.891  0.39
H  2.974  1.934  1.313  0.34
H  2.803  2.185  5.004  0.40
H  3.373  3.026  3.553  0.35
H  4.394  1.796  4.314  0.33
O  1.861  2.045  -2.726  -0.80
Cl  1.884  2.128  -1.168  0.72
O  1.908  3.608  -0.695  -0.74
O  0.465  0.757  1.734  0.08
O  -1.536  0.612  -1.096  0.40
N  0.393  -0.130  -3.701  -0.35
N  1.673  -0.676  -3.920  -0.21
C  2.483  -0.988  -2.854  -0.03
N  3.767  -1.320  -3.144  -0.50
N  1.948  -1.080  -1.673  0.51
N  2.748  -1.583  -0.624  0.52
O  3.967  -1.223  -0.509  -0.84
O  2.011  -1.717  0.474  -0.79
H  -0.145  -0.818  -3.188  0.08
H  0.521  0.701  -3.110  -0.07
H  2.144  -0.194  -4.670  0.29
H  4.141  -0.959  -4.006  0.23
H  4.365  -1.279  -2.319  0.29

=====

No. 2
This record from the OMol25 dataset describes C4H6IO7 as an isolated structure. The level of theory is ωB97M-V with the def2-TZVPD basis set.

Electronic energy ... -26678.67172 eV
E_LUMO ... 1.7357 eV
Orbital gap ... 0.2243 Ha
Charge ... -1
Highest occupied orbital energy ... -4.3682 eV
Multiplicity ... 1

Each line ends with the Mulliken charge.
Positions of all 18 atoms, in Å:
C  3.143  0.603  0.282  -0.66
O  2.065  1.499  0.480  -0.29
C  1.543  2.020  -0.702  -0.35
O  0.173  2.332  -0.534  -0.35
C  -0.534  1.713  0.474  0.81
O  -0.527  2.111  1.605  -0.48
O  -1.359  0.743  0.059  -0.48
I  -0.646  -0.614  -1.233  0.32
H  3.787  0.659  1.160  0.23
H  2.781  -0.424  0.169  0.26
H  3.738  0.863  -0.599  0.33
H  2.038  2.960  -0.982  0.24
H  1.645  1.301  -1.524  0.40
C  -3.517  -3.222  -0.167  0.64
O  -4.716  -3.570  -0.221  -0.74
O  -3.075  -2.856  1.138  -0.49
O  -2.653  -3.136  -1.048  -0.67
H  -3.887  -2.983  1.644  0.29

=====

No. 3
This record from the OMol25 dataset describes C5H13Br2Cl2GaO3P as an isolated structure in a non-equilibrium geometry. The level of theory is ωB97M-V with the def2-TZVPD basis set.

Electronic energy ... -238334.66285 eV
E_LUMO ... 2.2373 eV
Orbital gap ... 0.2845 Ha
Charge ... -1
Highest occupied orbital energy ... -5.5031 eV
Multiplicity ... 1

Each line ends with the Mulliken charge.
Positions of all 27 atoms, in Å:
C  -0.237  -3.498  -4.492  -0.94
C  0.944  -2.697  -3.650  0.06
Cl  2.341  -2.200  -4.801  -0.25
C  0.360  -1.358  -2.844  -0.28
Cl  1.332  0.133  -3.363  -0.22
Ga  0.618  -1.739  -0.829  0.37
P  0.913  0.155  0.510  0.70
O  1.638  1.371  -0.192  -0.66
O  1.915  -0.326  1.896  -0.57
O  -0.592  0.755  1.182  -0.48
H  -0.260  -3.130  -5.621  0.28
H  -1.300  -3.363  -4.005  0.26
H  0.025  -4.658  -4.500  0.26
H  1.432  -3.431  -2.847  0.19
H  -0.772  -1.146  -3.144  0.30
H  -0.651  -2.658  -0.380  -0.29
H  1.918  -2.707  -0.672  -0.27
H  2.896  -0.248  1.641  0.32
H  -0.356  1.357  1.958  0.17
Br  -1.831  3.930  6.471  -0.15
C  -1.859  4.305  4.558  -0.59
C  -1.401  3.106  3.760  -0.71
Br  0.538  2.909  3.829  -0.10
H  -1.242  5.194  4.398  0.37
H  -2.901  4.545  4.330  0.35
H  -1.635  3.238  2.699  0.43
H  -1.831  2.163  4.107  0.44

=====

No. 4
This record from the OMol25 dataset describes C2H9N4 as an isolated structure in a non-equilibrium geometry. The level of theory is ωB97M-V with the def2-TZVPD basis set.

Electronic energy ... -8173.17825 eV
E_LUMO ... -4.3477 eV
Orbital gap ... 0.3371 Ha
Charge ... +1
Highest occupied orbital energy ... -13.5198 eV
Multiplicity ... 1

Each line ends with the Mulliken charge.
Positions of all 15 atoms, in Å:
C  -0.499  -0.513  -0.353  -0.38
C  -1.745  0.126  0.091  0.79
N  3.119  0.113  0.203  -0.74
N  -1.786  1.299  0.494  -0.62
N  -2.710  -0.803  -0.088  -0.38
N  0.586  0.152  -0.388  -0.41
H  -0.648  -1.560  -0.760  0.26
H  3.782  -0.615  0.334  0.29
H  3.387  0.609  -0.689  0.37
H  -2.659  1.579  0.969  0.27
H  3.210  0.670  0.995  0.29
H  -2.675  -1.439  -0.866  0.20
H  -3.627  -0.734  0.314  0.21
H  0.412  1.138  -0.065  0.36
H  1.853  -0.023  -0.191  0.48